{
  "formula": "C23H43NO7",
  "method": "wB97M-V/def2-TZVPD",
  "energy_ev": -40364.2258,
  "homo_lumo_gap_ev": 8.121,
  "multiplicity": 1,
  "smiles": "CCOCCC1=C(CCCCCCCCOC)C(=O)OC1=O.COCCNCCOC",
  "charge": 0,
  "species": ["C", "C", "O", "C", "C", "C", "C", "C", "C", "C", "C", "C", "C", "C", "C", "O", "C", "C", "O", "O", "C", "O", "H", "H", "H", "H", "H", "H", "H", "H", "H", "H", "H", "H", "H", "H", "H", "H", "H", "H", "H", "H", "H", "H", "H", "H", "H", "H", "H", "H", "C", "O", "C", "C", "N", "C", "C", "O", "C", "H", "H", "H", "H", "H", "H", "H", "H", "H", "H", "H", "H", "H", "H", "H"],
  "coordinates": [[1.27557, -1.32562, 2.45629], [0.80084, -1.46533, 0.92543], [-0.22361, -0.51492, 0.53566], [-0.95270, -0.94387, -0.62710], [-0.16923, -0.60448, -2.01703], [0.23354, -1.91199, -2.83606], [0.30853, -2.06978, -4.26672], [-0.00949, -0.90655, -5.32095], [0.96264, -0.90246, -6.60266], [2.30259, -0.04440, -6.41322], [3.15637, -0.40430, -5.10490], [4.11285, 0.88084, -4.78945], [3.17450, 2.00242, -4.05635], [3.91857, 2.72003, -2.81491], [3.32173, 2.14958, -1.42338], [2.35312, 3.10874, -0.93605], [1.59314, 2.52699, 0.16797], [0.80195, -3.56918, -4.55287], [1.41804, -4.02039, -5.53549], [0.41369, -4.29806, -3.36268], [0.70137, -3.34881, -2.31936], [1.26058, -3.70881, -1.26888], [2.34932, -0.93911, 2.52858], [1.30489, -2.39836, 2.88914], [0.52917, -0.74665, 3.12039], [1.72234, -1.33974, 0.25561], [0.34943, -2.51460, 0.80647], [-1.17202, -2.07179, -0.64826], [-1.96959, -0.41146, -0.62794], [0.71368, 0.09943, -1.80681], [-0.91332, 0.01172, -2.65123], [-1.07137, -1.11975, -5.72975], [-0.04517, 0.11340, -4.80495], [0.36335, -0.38669, -7.44889], [1.16954, -1.96503, -7.00524], [2.07062, 1.07217, -6.47951], [2.97876, -0.29778, -7.31812], [2.54424, -0.56615, -4.15683], [3.85283, -1.31319, -5.26238], [4.89058, 0.57449, -4.00234], [4.61406, 1.27449, -5.73408], [2.18750, 1.51004, -3.71367], [2.90043, 2.76391, -4.87583], [5.05382, 2.60345, -2.83058], [3.71094, 3.85465, -2.84829], [2.87592, 1.10920, -1.59679], [4.13696, 2.04544, -0.61107], [0.69648, 3.20272, 0.35763], [2.29087, 2.45653, 1.08357], [1.22833, 1.46458, -0.04184], [-4.70979, -1.18768, 7.27944], [-5.21094, -0.35423, 6.24572], [-5.08793, 1.04019, 6.52170], [-4.01154, 1.67866, 5.64016], [-2.67101, 1.23829, 6.02399], [-1.62760, 1.56203, 5.04810], [-1.76220, 0.98413, 3.62880], [-1.59376, -0.42719, 3.55634], [-2.75138, -1.17859, 3.88729], [-5.04316, -2.20867, 7.08140], [-3.61728, -1.18343, 7.29659], [-5.09928, -0.88427, 8.25563], [-4.90532, 1.23684, 7.58494], [-6.04971, 1.49410, 6.26701], [-4.06818, 2.76878, 5.73197], [-4.23983, 1.41095, 4.60357], [-2.67818, 0.23231, 6.14720], [-0.68347, 1.20337, 5.46882], [-1.54422, 2.65328, 4.98017], [-0.94547, 1.40704, 3.03410], [-2.68508, 1.29479, 3.12824], [-3.67442, -0.67912, 3.58067], [-2.76562, -1.39892, 4.95694], [-2.69181, -2.13820, 3.36695]],
  "atomic_forces_ev_per_a": [[-0.228, -0.615, 0.126], [0.366, -0.731, 0.629], [-0.187, -0.975, -0.529], [0.019, -0.024, -0.801], [-0.591, -0.291, -0.107], [0.640, -1.085, -3.240], [-0.032, 0.943, 2.856], [-0.071, -1.372, -0.383], [-0.377, 0.665, -0.669], [0.275, -1.217, -0.293], [1.359, 1.050, -0.289], [-1.265, -0.577, 1.428], [0.774, 0.255, -0.978], [-0.901, 0.148, 0.342], [1.139, 0.629, -0.180], [-0.497, -1.934, 0.279], [0.404, 0.033, 0.340], [0.408, 0.499, -1.956], [-2.739, 1.382, 4.147], [2.114, 1.631, -0.784], [0.638, -0.067, 2.620], [-2.362, 1.402, -3.955], [-1.639, -0.237, -0.074], [-0.025, 1.696, -0.664], [1.329, -0.813, -1.329], [-1.313, -0.377, 0.702], [0.861, 1.488, -0.049], [0.368, 1.466, 0.427], [1.642, -0.603, 0.109], [-1.100, -1.256, -0.272], [1.326, -1.132, 0.725], [1.584, 0.289, 0.784], [0.233, -1.507, -0.633], [0.917, -0.787, 1.312], [-0.245, 1.653, 1.034], [0.233, -1.504, 0.345], [-1.047, 0.578, 1.368], [0.624, 0.071, -1.399], [-1.418, 1.238, 0.079], [-0.881, 0.347, -1.374], [-0.626, -0.509, 1.323], [1.562, 0.815, -0.410], [0.286, -0.939, 1.441], [-1.556, -0.078, -0.176], [0.267, -1.794, 0.231], [0.353, 1.327, 0.268], [-1.023, 0.052, -1.241], [1.318, -0.875, -0.138], [-1.181, 0.212, -1.111], [0.405, 1.411, 0.063], [-0.195, -0.070, -0.253], [0.131, 0.027, 0.447], [0.035, 0.263, -0.508], [0.053, -0.325, 0.377], [-0.094, -0.046, -0.177], [-0.099, -0.150, 0.042], [0.480, 0.118, 0.096], [-0.503, 0.321, 0.084], [0.344, -0.254, -0.076], [0.001, 0.128, -0.072], [0.065, 0.000, 0.196], [0.090, 0.015, 0.010], [0.130, -0.153, -0.098], [0.015, 0.009, 0.009], [0.004, -0.046, -0.007], [-0.192, 0.093, -0.067], [-0.042, 0.132, 0.032], [-0.004, 0.029, -0.104], [-0.062, -0.054, -0.077], [-0.011, -0.088, 0.010], [-0.123, -0.119, 0.097], [0.038, 0.045, 0.123], [-0.271, 0.026, 0.020], [0.069, 0.117, -0.047]],
  "mulliken_charge": [-0.925, 0.029, -0.225, -0.833, 0.490, 0.707, -0.270, -0.507, -0.722, -0.551, 0.023, -0.871, -0.292, -0.910, -0.001, -0.371, -0.391, 0.168, -0.508, -0.280, 0.405, -0.511, 0.283, 0.311, 0.069, 0.102, 0.317, 0.409, 0.241, -0.515, 0.458, 0.429, 0.144, 0.345, 0.334, 0.252, 0.304, -0.154, 0.318, 0.401, 0.294, 0.044, 0.393, 0.360, 0.322, 0.005, 0.310, 0.224, 0.286, 0.073, -0.701, -0.327, -0.809, -0.149, -0.316, -0.934, -0.168, -0.385, -0.641, 0.231, 0.289, 0.337, 0.399, 0.397, 0.388, 0.147, 0.086, 0.401, 0.404, 0.090, 0.427, 0.356, 0.123, 0.347]
}